28
Properties=species:S:1:pos:R:3:mulliken_charge:R:1 method="wB97M-V/def2-TZVPD" relative_energy_kcal_mol=19.0 fmax_ha_per_bohr=0.072 multiplicity=1 lumo_ev="3.207 / 2.849" charge=-1 total_energy_ev=-38392.1311 homo_lumo_gap_ev="6.9476 / 6.4240"
H 0.37 1.44 2.40 0.26
C -0.43 3.54 0.02 -0.19
S 2.82 -0.47 -0.38 1.04
O 3.08 0.80 -0.95 -0.54
H -0.35 -3.65 -1.07 0.31
C -0.61 1.35 -0.98 -0.37
H 1.74 -1.08 1.79 0.32
H 0.23 3.88 1.92 0.33
H -0.74 4.61 -0.20 0.22
C -2.18 -1.74 -0.24 -1.36
C -0.21 0.85 0.27 1.05
H -2.62 -2.23 -1.11 0.40
H -0.84 0.56 -1.60 0.34
C 0.05 3.07 1.20 -0.74
H 1.21 -2.78 -0.53 0.22
H -2.33 -2.58 0.54 0.26
C -0.70 2.72 -1.09 -0.94
O 3.00 -1.65 -1.24 -0.63
O 3.23 -0.62 1.06 -0.69
S 0.43 -1.19 2.01 -0.22
H -0.68 -1.05 -1.52 0.69
H -0.23 -3.17 0.73 0.35
H -1.06 3.29 -1.87 0.43
C 0.12 1.70 1.36 -0.50
H -2.63 -0.76 0.01 0.35
C 0.09 -2.80 -0.34 -1.33
C -0.72 -1.49 -0.56 0.34
C -0.04 -0.53 0.39 -0.38